(1)
Density functional theory data (the ωB97M-V functional and the def2-TZVPD basis) for a structure of composition C3H2O3Sr in a non-equilibrium geometry.

As for the LUMO energy: -1.09 eV. For the energy relative to the best compared isomer or geometry (same formula, charge and spin), the calculation gives 0.00 kcal per mole. The value obtained for the HOMO energy is -5.70 eV. The gap between HOMO and LUMO comes out at 0.1695 hartree.

ORCA input file:
```
! RIJCOSX wB97M-V def2-TZVPD def2/J DEFGRID3
* xyz 0 1
O -4.014 2.883 0.712
C -3.128 2.210 0.588
O 0.789 -0.004 1.174
C 1.537 -0.902 0.501
C 1.257 -1.159 -0.814
O 0.142 -0.645 -1.393
H 2.675 -0.828 0.490
Sr -1.020 0.435 0.071
H 1.761 -1.990 -1.328
*
```

(2)
Density functional theory data (the ωB97M-V functional and the def2-TZVPD basis) for a cluster of 10 separate species, C37H59F21O23S3 in total in a non-equilibrium geometry.

As for the LUMO energy: 0.21 eV. Its SMILES is CCOC(=O)C(F)(F)F.CCOC(=O)C(F)(F)F.CCOC(=O)C(F)(F)F.CCOC(=O)C(F)(F)F.CCOC(=O)C(F)(F)F.CCOC(=O)C(F)(F)F.CCOC(=O)C(F)(F)F.CCOS(C)(=O)=O.CCOS(C)(=O)=O.CCOS(C)(=O)=O. For the energy relative to the best compared isomer or geometry (same formula, charge and spin), the calculation gives 63.33 kcal per mole. The value obtained for the HOMO energy is -10.93 eV. The gap between HOMO and LUMO comes out at 0.4095 hartree.

ORCA input file:
```
! RIJCOSX wB97M-V def2-TZVPD def2/J DEFGRID3
* xyz 0 1
C -12.520 -22.336 -13.611
C -13.667 -21.359 -13.837
O -13.161 -20.061 -14.225
C -13.028 -19.945 -15.550
O -13.237 -20.697 -16.461
C -12.512 -18.501 -15.800
F -11.399 -18.585 -16.475
F -13.385 -17.864 -16.611
F -12.322 -17.722 -14.689
H -12.107 -22.622 -14.595
H -12.885 -23.242 -13.177
H -11.740 -21.960 -12.929
H -14.067 -21.087 -12.906
H -14.366 -21.548 -14.643
C -6.589 -19.589 -7.486
C -5.941 -20.870 -7.757
O -5.064 -21.132 -6.608
C -3.897 -20.624 -6.625
O -3.336 -19.955 -7.497
C -3.144 -21.071 -5.316
F -1.810 -21.140 -5.389
F -3.334 -20.229 -4.339
F -3.606 -22.240 -4.853
H -7.318 -19.566 -8.257
H -5.799 -18.894 -7.664
H -7.006 -19.442 -6.547
H -5.308 -20.889 -8.662
H -6.592 -21.749 -7.821
C -11.809 -19.015 -6.610
C -12.285 -17.858 -7.505
O -12.351 -18.363 -8.825
C -12.914 -17.497 -9.675
O -13.192 -16.345 -9.377
C -13.134 -18.190 -11.082
F -14.153 -18.970 -10.917
F -13.473 -17.301 -11.970
F -12.144 -18.841 -11.536
H -10.848 -19.410 -7.036
H -12.630 -19.798 -6.498
H -11.583 -18.698 -5.587
H -11.572 -17.059 -7.494
H -13.228 -17.455 -7.164
C -7.964 -24.867 -13.486
C -8.663 -25.686 -14.540
O -7.826 -26.743 -14.909
C -7.108 -26.569 -15.975
O -7.230 -25.678 -16.801
C -6.019 -27.702 -16.059
F -4.864 -27.251 -16.500
F -5.824 -28.308 -14.890
F -6.438 -28.630 -16.935
H -7.778 -25.430 -12.565
H -8.399 -23.940 -13.215
H -6.984 -24.609 -13.964
H -8.854 -25.042 -15.440
H -9.639 -26.111 -14.192
C -5.229 -22.727 -15.746
C -4.488 -23.094 -17.012
O -3.143 -22.600 -16.732
C -2.177 -23.417 -17.086
O -2.143 -24.241 -17.980
C -0.924 -23.216 -16.235
F -0.773 -21.875 -15.953
F -1.042 -23.854 -15.125
F 0.141 -23.725 -16.890
H -6.260 -23.013 -15.861
H -5.273 -21.666 -15.674
H -4.895 -23.277 -14.908
H -4.806 -22.543 -17.909
H -4.512 -24.150 -17.245
C -5.195 -16.232 -11.513
C -4.104 -16.734 -10.596
O -3.314 -17.753 -11.364
C -3.907 -18.956 -11.420
O -5.019 -19.243 -11.029
C -2.968 -20.041 -12.048
F -1.918 -20.450 -11.321
F -3.701 -21.120 -12.390
F -2.529 -19.545 -13.206
H -6.138 -15.865 -11.069
H -5.540 -17.004 -12.209
H -4.772 -15.485 -12.163
H -4.352 -17.140 -9.606
H -3.305 -15.989 -10.405
C -8.912 -19.715 -14.397
C -7.924 -19.420 -13.252
O -8.617 -19.479 -11.946
C -9.037 -20.659 -11.573
O -8.995 -21.713 -12.164
C -9.745 -20.591 -10.211
F -8.953 -21.234 -9.315
F -10.010 -19.390 -9.689
F -10.868 -21.314 -10.278
H -8.405 -19.727 -15.370
H -9.620 -18.923 -14.423
H -9.427 -20.645 -14.391
H -7.537 -18.397 -13.219
H -7.049 -20.093 -13.078
C -6.136 -14.493 -17.957
C -5.658 -15.905 -18.255
O -5.039 -16.576 -17.054
S -5.872 -17.605 -16.263
C -5.863 -18.959 -17.304
O -5.285 -17.832 -14.993
O -7.281 -17.220 -16.248
H -6.383 -14.085 -18.979
H -5.392 -13.757 -17.540
H -6.975 -14.467 -17.266
H -6.467 -16.496 -18.509
H -4.804 -15.953 -18.964
H -4.847 -19.158 -17.657
H -6.391 -18.643 -18.201
H -6.344 -19.856 -16.946
C -7.512 -13.738 -12.500
C -8.639 -13.410 -13.385
O -9.346 -14.610 -13.891
S -10.317 -15.342 -12.904
C -11.790 -14.784 -13.604
O -10.176 -16.751 -13.138
O -10.163 -14.776 -11.630
H -7.099 -12.858 -11.977
H -6.677 -14.193 -13.078
H -7.742 -14.449 -11.689
H -9.377 -12.759 -12.913
H -8.293 -12.981 -14.334
H -12.602 -15.208 -12.955
H -11.737 -15.084 -14.653
H -11.821 -13.711 -13.672
C -6.991 -14.570 -4.999
C -7.525 -15.765 -5.684
O -7.651 -15.172 -7.110
S -8.352 -16.127 -8.188
C -9.592 -15.146 -8.827
O -7.498 -16.394 -9.244
O -8.968 -17.166 -7.443
H -6.084 -14.121 -5.459
H -6.834 -14.778 -3.952
H -7.693 -13.732 -5.016
H -6.807 -16.510 -5.820
H -8.436 -16.150 -5.216
H -10.352 -14.862 -8.039
H -10.165 -15.718 -9.600
H -9.101 -14.197 -9.101
*
```

(3)
Density functional theory data (the ωB97M-V functional and the def2-TZVPD basis) for an isolated molecule of C4H7NS2 in a non-equilibrium geometry.

As for the LUMO energy: -0.20 eV. Its SMILES is S=CSC[C@H]1CN1. For the energy relative to the best compared isomer or geometry (same formula, charge and spin), the calculation gives 39.15 kcal per mole. The value obtained for the HOMO energy is -8.69 eV. The gap between HOMO and LUMO comes out at 0.3121 hartree.

ORCA input file:
```
! RIJCOSX wB97M-V def2-TZVPD def2/J DEFGRID3
* xyz 0 1
S -2.973 -0.579 0.014
C -1.430 -0.252 -0.333
S -0.520 1.026 0.334
C 1.072 0.964 -0.534
C 1.725 -0.400 -0.440
C 3.221 -0.529 -0.167
N 2.225 -0.813 0.867
H -0.829 -0.990 -0.943
H 0.987 1.325 -1.595
H 1.642 1.708 -0.035
H 1.342 -1.219 -1.019
H 3.784 0.437 -0.168
H 3.763 -1.354 -0.563
H 2.109 -0.074 1.540
*
```

(4)
Density functional theory data (the ωB97M-V functional and the def2-TZVPD basis) for an isolated molecule of C21H32N2O5S in a non-equilibrium geometry.

As for the LUMO energy: 0.66 eV. Its SMILES is COc1ccc(OC)c(S(=O)(=O)N2CCC(C(=O)NC3CCCCCC3)CC2)c1. For the energy relative to the best compared isomer or geometry (same formula, charge and spin), the calculation gives 41.28 kcal per mole. The value obtained for the HOMO energy is -8.34 eV. The gap between HOMO and LUMO comes out at 0.3305 hartree.

ORCA input file:
```
! RIJCOSX wB97M-V def2-TZVPD def2/J DEFGRID3
* xyz 0 1
C 7.994 1.987 -0.537
O 7.931 0.579 -0.505
C 6.747 -0.001 -0.181
C 6.732 -1.396 -0.123
C 5.580 -2.087 0.192
C 4.392 -1.404 0.462
O 3.205 -1.987 0.738
C 3.142 -3.386 0.896
C 4.420 -0.012 0.414
S 2.993 0.980 0.862
O 3.473 2.290 1.208
O 2.200 0.316 1.855
N 2.182 1.192 -0.606
C 1.048 2.083 -0.456
C -0.174 1.386 0.150
C -0.546 0.159 -0.691
C -1.721 -0.594 -0.068
O -1.619 -1.693 0.434
N -2.892 0.076 -0.129
C -4.130 -0.443 0.425
C -5.014 -0.952 -0.722
C -6.469 -1.220 -0.337
C -7.365 0.006 -0.510
C -7.147 1.102 0.529
C -5.707 1.606 0.628
C -4.780 0.612 1.330
C 0.672 -0.761 -0.777
C 1.859 -0.001 -1.359
C 5.570 0.685 0.098
H 7.745 2.421 0.436
H 7.327 2.400 -1.299
H 9.026 2.228 -0.789
H 7.648 -1.927 -0.328
H 5.611 -3.164 0.228
H 3.397 -3.907 -0.033
H 3.798 -3.729 1.702
H 2.106 -3.598 1.156
H 0.807 2.481 -1.449
H 1.381 2.902 0.183
H -1.003 2.096 0.206
H 0.077 1.059 1.160
H -0.836 0.485 -1.700
H -2.934 0.973 -0.585
H -3.828 -1.294 1.044
H -4.556 -1.871 -1.093
H -4.991 -0.229 -1.541
H -6.857 -2.011 -0.983
H -6.524 -1.584 0.690
H -8.409 -0.311 -0.455
H -7.204 0.419 -1.509
H -7.457 0.735 1.510
H -7.798 1.943 0.276
H -5.716 2.533 1.206
H -5.330 1.849 -0.367
H -5.344 0.107 2.115
H -3.968 1.153 1.823
H 0.922 -1.103 0.227
H 0.443 -1.632 -1.393
H 1.640 0.319 -2.385
H 2.750 -0.628 -1.382
H 5.500 1.759 0.106
*
```